Record 1
10
Properties=species:S:1:pos:R:3:lowdin_charge:R:1 method="wB97M-V/def2-TZVPD" energy_ev=-8541.800 orbital_gap_ev=12.39 e_homo_ha=-0.65428 smiles=C[n+]1nn[nH]n1 relative_energy_kj_mol=183.2 charge=+1
C -1.302 0.928 0.354 0.073
N 1.538 -1.115 0.629 0.113
N 0.684 -0.389 1.125 0.122
N 0.329 -0.365 -1.000 0.175
N 1.329 -1.093 -0.730 0.085
N -0.076 0.122 0.129 -0.139
H -1.122 1.727 -0.457 0.138
H -2.008 0.295 -0.009 0.060
H -1.317 1.442 1.388 0.155
H 1.945 -1.552 -1.430 0.218

Record 2
87
Properties=species:S:1:pos:R:3:lowdin_charge:R:1 method="wB97M-V/def2-TZVPD" energy_ev=-90545.315 orbital_gap_ev="7.00 / 7.04" e_homo_ha="-0.48535 / -0.48501" relative_energy_kj_mol=180.2 charge=+2
Ti -1.018 0.474 0.970 0.893
N -1.188 0.950 3.205 -0.018
C -1.936 0.185 4.242 -0.212
C -3.416 0.530 4.239 -0.173
C -4.081 0.445 2.866 -0.172
C -3.825 -0.874 2.133 -0.185
N -2.964 -0.648 0.934 -0.035
H -0.219 1.018 3.510 0.090
H -1.530 1.918 3.184 0.081
H -1.522 0.400 5.228 0.129
H -1.771 -0.877 4.057 0.096
H -3.556 1.536 4.641 0.127
H -3.914 -0.148 4.935 0.130
H -3.741 1.275 2.236 0.093
H -5.152 0.599 2.992 0.125
H -4.759 -1.335 1.813 0.128
H -3.321 -1.597 2.774 0.115
H -3.506 -0.075 0.289 0.041
H -2.842 -1.533 0.441 0.093
C 0.513 -0.939 -3.620 -0.279
Sb -0.048 -1.246 -1.555 1.462
C -1.002 0.672 -1.130 -0.573
C -0.370 1.979 -1.310 -0.345
C 0.523 2.435 -2.280 0.000
C 0.931 3.756 -2.293 0.004
C 0.457 4.659 -1.345 -0.002
C -0.386 4.194 -0.368 0.001
N -0.752 2.903 -0.389 0.009
Si -2.658 0.790 -2.138 0.465
C -3.759 2.097 -1.357 -0.152
C -2.304 1.301 -3.905 -0.153
C -3.591 -0.853 -2.188 -0.179
C 1.821 -1.199 -0.281 -0.535
C 2.103 -0.005 0.577 -0.367
C 3.408 0.212 1.049 -0.030
C 3.720 1.282 1.858 0.004
C 2.720 2.187 2.195 -0.017
C 1.458 1.930 1.727 -0.125
N 1.128 0.847 0.982 0.001
Si 1.501 -2.659 0.936 0.448
C 0.236 -2.004 2.198 -0.157
C 0.796 -4.182 0.105 -0.182
C 2.988 -3.135 1.969 -0.152
Si 3.277 -1.548 -1.528 0.473
C 2.816 -3.026 -2.598 -0.189
C 3.597 0.063 -2.451 -0.150
C 4.956 -2.036 -0.828 -0.165
H -0.052 -1.690 -4.173 0.028
H 1.566 -1.089 -3.814 -0.018
H 0.201 0.043 -3.958 -0.012
H 0.887 1.748 -3.027 0.099
H 1.621 4.089 -3.058 0.131
H 0.754 5.697 -1.348 0.127
H -0.795 4.770 0.450 0.141
H -3.330 3.100 -1.417 0.044
H -4.023 1.923 -0.311 0.022
H -4.692 2.121 -1.927 0.056
H -1.658 2.176 -3.990 0.037
H -3.253 1.561 -4.382 0.054
H -1.869 0.492 -4.496 0.032
H -4.410 -0.897 -1.466 0.036
H -2.985 -1.752 -2.070 0.002
H -4.064 -0.925 -3.171 0.052
H 4.183 -0.487 0.782 0.080
H 4.734 1.417 2.212 0.132
H 2.912 3.064 2.796 0.125
H 0.647 2.610 1.965 0.102
H -0.597 -1.453 1.718 -0.034
H 0.720 -1.345 2.922 0.052
H -0.274 -2.801 2.742 0.066
H -0.283 -4.125 -0.039 0.023
H 0.997 -5.045 0.746 0.052
H 1.245 -4.390 -0.866 0.018
H 3.561 -2.293 2.358 0.037
H 3.668 -3.802 1.440 0.037
H 2.612 -3.694 2.832 0.051
H 1.769 -3.185 -2.859 0.008
H 3.170 -3.933 -2.102 0.046
H 3.373 -2.956 -3.537 0.059
H 2.872 0.337 -3.215 0.009
H 4.571 -0.010 -2.942 0.052
H 3.664 0.896 -1.745 0.038
H 4.946 -2.729 0.011 0.025
H 5.583 -1.181 -0.567 0.043
H 5.469 -2.545 -1.650 0.054
O -1.813 3.232 1.609 -0.107
N -1.438 2.339 0.826 -0.261

Record 3
20
Properties=species:S:1:pos:R:3:lowdin_charge:R:1 method="wB97M-V/def2-TZVPD" energy_ev=-11520.796 orbital_gap_ev=10.43 e_homo_ha=-0.35449 smiles="C=CCCC=O.O.O" relative_energy_kj_mol=190.0 charge=0
O -2.171 -0.477 2.448 0.043
C -1.027 -0.793 2.600 -0.238
C 0.115 -0.055 1.925 -0.153
C -0.312 0.729 0.652 -0.201
C -0.133 -0.130 -0.573 -0.192
C 0.217 0.382 -1.754 0.007
H -0.672 -1.652 3.199 0.124
H 0.452 0.683 2.668 0.122
H 0.974 -0.692 1.694 0.114
H -1.353 1.041 0.766 0.112
H 0.299 1.630 0.567 0.109
H -0.496 -1.155 -0.540 0.102
H 0.359 -0.216 -2.638 0.051
H 0.602 1.395 -1.709 0.058
H 5.200 1.159 -4.243 0.027
H 4.977 0.518 -2.863 0.038
O 4.513 0.868 -3.640 -0.066
H -3.401 -0.740 1.048 -0.020
H -4.101 -1.709 0.067 0.028
O -4.041 -0.787 0.325 -0.065

Record 4
17
Properties=species:S:1:pos:R:3:lowdin_charge:R:1 method="wB97M-V/def2-TZVPD" energy_ev=-8431.151 orbital_gap_ev=10.14 e_homo_ha=-0.33688 smiles="CC1=CCC[C@H]1O" relative_energy_kj_mol=8.7 charge=0
C -1.617 1.519 -0.178 -0.046
C -0.468 0.554 -0.253 -0.255
C 0.756 0.778 -0.733 -0.048
C 1.704 -0.372 -0.502 -0.180
C 0.784 -1.490 0.037 -0.123
C -0.565 -0.817 0.382 -0.351
O -0.837 -0.717 1.775 -0.028
H -1.418 2.313 0.552 0.082
H -2.536 1.019 0.141 0.079
H -1.799 1.996 -1.143 0.077
H 1.075 1.707 -1.203 0.112
H 2.480 -0.085 0.221 0.107
H 2.233 -0.675 -1.413 0.104
H 0.635 -2.254 -0.733 0.111
H 1.184 -1.995 0.921 0.113
H -1.412 -1.391 -0.013 0.147
H -0.198 -0.092 2.143 0.100

Record 5
7
Properties=species:S:1:pos:R:3:lowdin_charge:R:1 method="wB97M-V/def2-TZVPD" energy_ev=-7210.071 orbital_gap_ev="10.08 / 10.11" e_homo_ha="-0.68779 / -0.68661" relative_energy_kj_mol=557.4 charge=+1
C -1.165 0.166 -0.058 0.358
O 2.666 -0.070 0.074 0.254
O 0.684 -0.464 0.417 0.021
O 1.560 0.111 -0.312 0.024
H -1.660 -0.857 0.021 0.113
H -0.922 0.437 -1.106 0.102
H -1.163 0.677 0.966 0.129

Record 6
66
Properties=species:S:1:pos:R:3:lowdin_charge:R:1 method="wB97M-V/def2-TZVPD" energy_ev=-328121.578 orbital_gap_ev=4.90 e_homo_ha=-0.36497 relative_energy_kj_mol=0.0 charge=+1
C -0.530 0.065 3.891 0.018
C 0.326 -0.905 2.976 -0.437
O 0.068 -2.076 2.948 0.094
O 1.390 -0.295 2.277 -0.021
C 1.516 -0.799 0.949 -0.099
C 1.599 0.314 -0.153 -0.049
C 2.010 1.732 0.104 -0.248
O 2.347 2.184 1.398 0.057
C 1.162 2.638 1.955 -0.233
N 0.091 2.769 2.348 0.249
C 2.071 2.766 -0.990 -0.167
C 2.452 4.266 -0.680 0.012
C 1.245 5.067 -0.058 -0.395
O 1.378 5.498 1.042 0.169
F 0.045 5.258 -0.711 0.090
C 1.743 2.292 -2.338 -0.217
O 1.815 3.220 -3.375 -0.007
N 0.509 3.481 -3.882 0.036
O 0.423 4.594 -4.192 0.170
N 1.368 0.971 -2.576 0.043
F 1.104 0.674 -3.864 0.125
C 1.269 -0.004 -1.567 -0.080
C 0.845 -1.438 -1.972 -0.093
C -0.583 -1.929 -1.499 -0.176
C -1.522 -0.886 -0.787 -0.186
C -2.655 -0.280 -1.742 -0.123
N -3.794 0.202 -0.920 -0.169
C -3.787 0.854 0.322 -0.091
C -5.198 1.093 0.694 -0.077
C -6.074 0.556 -0.404 -0.064
C -5.103 0.036 -1.372 -0.111
H -0.899 -0.559 4.749 0.097
H 0.152 0.844 4.351 0.087
H -1.381 0.522 3.323 0.082
H 2.510 -1.352 0.903 0.166
H 0.729 -1.540 0.653 0.120
H 3.293 4.250 0.073 0.150
H 2.793 4.761 -1.638 0.148
H 0.940 -1.570 -3.088 0.126
H 1.618 -2.145 -1.534 0.140
H -1.131 -2.340 -2.402 0.127
H -0.445 -2.816 -0.811 0.069
H -1.015 -0.061 -0.219 0.098
H -2.112 -1.465 -0.009 0.059
H -3.088 -1.136 -2.343 0.130
H -2.254 0.536 -2.401 0.123
H -2.884 1.135 0.918 0.100
H -5.599 1.569 1.622 0.088
H -7.184 0.525 -0.505 0.092
H -5.404 -0.430 -2.343 0.117
Br 4.146 1.251 -1.228 1.084
C 5.730 0.374 -1.971 -0.582
C 6.246 -0.701 -1.047 -0.690
Br 7.208 0.066 0.460 0.644
H 6.461 1.155 -2.171 0.061
H 5.398 -0.058 -2.916 0.067
H 6.973 -1.331 -1.559 0.065
H 5.457 -1.328 -0.634 0.046
Br -4.157 -3.660 4.326 0.611
C -3.647 -5.231 3.294 -0.693
C -2.248 -5.097 2.749 -0.666
Br -2.200 -3.902 1.211 0.688
H -4.399 -5.359 2.518 0.053
H -3.707 -6.064 3.994 0.061
H -1.888 -6.056 2.376 0.061
H -1.539 -4.706 3.476 0.052

Record 7
61
Properties=species:S:1:pos:R:3:lowdin_charge:R:1 method="wB97M-V/def2-TZVPD" energy_ev=-85331.979 orbital_gap_ev="6.11 / 5.57" e_homo_ha="-0.59382 / -0.59381" relative_energy_kj_mol=0.0 charge=+3
Sn -1.235 -0.076 -0.079 1.332
N -3.551 0.963 3.386 0.219
C -2.356 1.138 4.071 -0.157
C -2.106 1.472 5.397 0.022
C -0.780 1.550 5.764 -0.035
C 0.250 1.290 4.845 -0.041
C -0.007 0.956 3.532 -0.007
C -1.345 0.894 3.141 -0.186
N -1.953 0.586 1.911 -0.004
C -3.268 0.631 2.125 -0.256
C -4.227 0.427 1.050 -0.316
C -5.583 0.317 1.096 -0.279
S -6.198 0.063 -0.471 1.171
C -4.628 0.120 -1.101 -0.426
N -3.686 0.318 -0.211 -0.122
H -4.475 1.089 3.771 0.190
H -2.905 1.656 6.102 0.130
H -0.526 1.806 6.783 0.125
H 1.275 1.344 5.184 0.120
H 0.801 0.726 2.855 0.089
H -6.238 0.341 1.952 0.101
H -4.433 -0.010 -2.156 0.102
Cl 3.588 1.453 1.250 0.846
C 2.452 2.424 0.448 -0.553
C 2.765 3.714 0.066 -0.073
C 1.829 4.511 -0.580 -0.553
Cl 2.253 6.082 -1.023 0.900
C 0.504 4.020 -0.877 -0.134
C -0.488 4.772 -1.526 0.046
C -1.717 4.201 -1.756 0.024
C -1.947 2.889 -1.346 -0.066
N -1.022 2.161 -0.730 -0.007
C 0.187 2.716 -0.493 -0.137
C 1.154 1.868 0.198 -0.358
O 0.828 0.708 0.560 -0.217
H 3.748 4.113 0.276 0.133
H -0.284 5.788 -1.837 0.120
H -2.505 4.753 -2.249 0.136
H -2.904 2.417 -1.511 0.110
C 0.158 -4.701 -3.941 -0.123
C 1.019 -4.856 -2.685 -0.362
P 1.619 -3.299 -2.001 1.132
C 2.275 -3.480 -0.329 -0.364
C 3.656 -4.163 -0.332 -0.102
C 2.776 -2.458 -3.099 -0.357
C 3.207 -1.083 -2.590 -0.126
H -0.118 -5.689 -4.305 0.093
H 0.695 -4.196 -4.742 0.074
H -0.759 -4.153 -3.731 0.076
H 1.921 -5.443 -2.905 0.112
H 0.490 -5.375 -1.884 0.099
H 1.545 -4.069 0.231 0.094
H 2.322 -2.490 0.131 0.078
H 3.616 -5.154 -0.782 0.085
H 3.987 -4.281 0.699 0.094
H 4.402 -3.567 -0.857 0.075
H 2.316 -2.402 -4.088 0.095
H 3.637 -3.133 -3.192 0.112
H 2.357 -0.402 -2.530 0.067
H 3.933 -0.654 -3.278 0.093
H 3.676 -1.144 -1.608 0.068

Record 8
119
Properties=species:S:1:pos:R:3:lowdin_charge:R:1 method="wB97M-V/def2-TZVPD" energy_ev=-262141.014 orbital_gap_ev="5.81 / 6.89" e_homo_ha="-0.12653 / -0.16643" spin_multiplicity=3 charge=-1
Ni -0.656 0.008 -1.290 0.047
C -2.766 0.713 -4.454 -0.187
Si -2.537 0.370 -2.580 0.627
C -3.158 2.017 -1.758 -0.281
C -4.367 2.570 -2.188 -0.104
C -4.816 3.797 -1.730 -0.088
C -4.045 4.509 -0.820 -0.087
C -2.861 3.967 -0.352 -0.105
C -2.413 2.725 -0.802 -0.386
P -0.887 1.951 -0.111 1.092
C -1.235 2.044 1.688 -0.345
C -2.521 2.139 2.207 -0.093
C -2.729 2.193 3.578 -0.083
C -1.652 2.148 4.449 -0.091
C -0.364 2.049 3.941 -0.101
C -0.158 1.994 2.575 -0.150
C 0.434 3.234 -0.136 -0.335
C 1.553 3.018 -0.934 -0.124
C 2.575 3.953 -1.001 -0.085
C 2.500 5.119 -0.257 -0.083
C 1.408 5.329 0.574 -0.082
C 0.390 4.391 0.641 -0.096
C -3.930 -0.902 -2.256 -0.286
C -5.001 -1.094 -3.135 -0.103
C -5.984 -2.035 -2.881 -0.093
C -5.912 -2.812 -1.733 -0.089
C -4.851 -2.648 -0.860 -0.090
C -3.850 -1.713 -1.122 -0.369
P -2.473 -1.411 0.080 1.104
C -1.899 -3.136 0.371 -0.356
C -0.650 -3.446 -0.166 -0.127
C -0.112 -4.717 -0.045 -0.070
C -0.815 -5.702 0.632 -0.092
C -2.048 -5.402 1.191 -0.087
C -2.587 -4.130 1.064 -0.109
C -3.599 -1.058 1.495 -0.343
C -4.681 -0.203 1.259 -0.107
C -5.584 0.102 2.263 -0.087
C -5.412 -0.422 3.538 -0.104
C -4.331 -1.249 3.792 -0.087
C -3.435 -1.569 2.780 -0.109
H -3.692 1.262 -4.641 0.018
H -2.805 -0.228 -5.008 0.033
H -1.947 1.306 -4.861 0.007
H -4.973 2.019 -2.901 0.091
H -5.756 4.204 -2.084 0.097
H -4.374 5.478 -0.464 0.098
H -2.288 4.521 0.378 0.090
H -3.367 2.187 1.539 0.091
H -3.737 2.266 3.965 0.098
H -1.813 2.186 5.520 0.097
H 0.482 2.002 4.616 0.104
H 0.851 1.908 2.187 0.111
H 1.614 2.103 -1.508 0.065
H 3.430 3.769 -1.640 0.102
H 3.291 5.857 -0.315 0.099
H 1.350 6.229 1.175 0.099
H -0.431 4.562 1.325 0.097
H -5.074 -0.486 -4.030 0.086
H -6.814 -2.159 -3.569 0.096
H -6.683 -3.542 -1.515 0.097
H -4.816 -3.251 0.036 0.090
H -0.075 -2.663 -0.645 0.031
H 0.864 -4.930 -0.462 0.107
H -0.399 -6.696 0.739 0.097
H -2.593 -6.160 1.741 0.098
H -3.538 -3.919 1.533 0.089
H -4.821 0.218 0.270 0.107
H -6.423 0.754 2.051 0.103
H -6.120 -0.189 4.324 0.096
H -4.177 -1.653 4.785 0.101
H -2.610 -2.232 3.004 0.076
C 6.861 -1.904 2.602 -0.072
C 5.470 -2.147 3.191 -0.562
C 5.401 -1.430 4.549 -0.057
C 5.298 -3.657 3.423 -0.053
C 4.355 -1.651 2.277 -0.200
C 3.032 -1.702 2.688 -0.126
C 2.030 -1.283 1.844 -0.536
Br 0.282 -1.308 2.608 0.836
C 2.188 -0.818 0.496 -0.383
O 1.183 -0.511 -0.256 -0.218
C 3.579 -0.748 0.108 -0.074
C 4.569 -1.147 1.003 -0.013
C 4.124 -0.176 -1.218 -0.510
C 3.097 -0.101 -2.341 -0.082
C 4.645 1.240 -0.927 -0.039
C 5.287 -1.034 -1.757 -0.060
H 7.617 -2.281 3.296 0.079
H 7.040 -0.838 2.449 0.086
H 6.989 -2.421 1.649 0.083
H 6.213 -1.773 5.198 0.077
H 4.456 -1.629 5.055 0.072
H 5.495 -0.351 4.417 0.088
H 6.073 -4.033 4.097 0.077
H 5.365 -4.199 2.478 0.087
H 4.324 -3.870 3.865 0.077
H 2.756 -2.062 3.671 0.087
H 5.594 -1.048 0.674 0.082
H 2.193 0.393 -2.009 0.028
H 2.833 -1.103 -2.679 0.060
H 3.510 0.451 -3.193 0.101
H 3.834 1.869 -0.556 0.057
H 5.058 1.694 -1.833 0.086
H 5.428 1.213 -0.166 0.082
H 5.026 -2.093 -1.724 0.091
H 6.214 -0.889 -1.200 0.067
H 5.490 -0.760 -2.795 0.081
Cl -0.509 3.540 -3.343 0.748
C 0.258 2.086 -3.899 -0.696
C 0.164 0.903 -3.155 -0.270
C 0.672 -0.216 -3.819 -0.723
Cl 0.388 -1.735 -3.043 0.783
C 1.331 -0.194 -5.036 -0.719
Cl 1.971 -1.638 -5.730 0.670
C 1.478 1.023 -5.693 -0.716
Cl 2.314 1.102 -7.198 0.653
C 0.911 2.160 -5.130 -0.707
Cl 1.014 3.657 -5.989 0.648

Record 9
19
Properties=species:S:1:pos:R:3:lowdin_charge:R:1 method="wB97M-V/def2-TZVPD" energy_ev=-8462.392 orbital_gap_ev=10.52 e_homo_ha=-0.34817 smiles=CC(C)[C@H]1C[C@H]1O relative_energy_kj_mol=189.3 charge=0
C 1.295 1.014 0.632 -0.062
C 0.569 -0.370 0.198 -0.329
C 1.662 -1.034 -0.650 -0.097
C -0.760 -0.336 -0.577 -0.202
C -2.100 -0.745 0.020 -0.054
C -1.776 0.697 -0.157 -0.346
O -1.454 1.429 0.976 -0.025
H 0.886 1.860 1.221 0.083
H 2.125 0.678 1.254 0.077
H 1.682 1.494 -0.272 0.088
H 0.414 -0.951 1.117 0.136
H 2.634 -0.887 -0.169 0.072
H 1.705 -0.550 -1.634 0.084
H 1.517 -2.106 -0.807 0.082
H -0.672 -0.514 -1.650 0.134
H -2.843 -1.177 -0.644 0.100
H -2.128 -1.121 1.039 0.112
H -2.265 1.271 -0.940 0.142
H -0.493 1.348 1.043 0.006

Record 10
23
Properties=species:S:1:pos:R:3:lowdin_charge:R:1 method="wB97M-V/def2-TZVPD" energy_ev=-10344.458 orbital_gap_ev=10.12 e_homo_ha=-0.47630 relative_energy_kj_mol=224.1 charge=+1
N -1.264 -0.586 0.435 0.129
C -0.481 -1.464 -0.496 -0.175
C -0.890 -1.201 -1.930 -0.283
N -0.338 -2.248 -2.814 0.013
H -1.354 0.306 -0.075 0.141
H -2.182 -0.911 0.665 0.147
H -0.600 -0.360 1.336 0.103
H 0.524 -1.203 -0.304 0.095
H -0.660 -2.507 -0.252 0.136
H -1.974 -1.241 -1.956 0.115
H -0.705 -0.136 -2.178 0.119
H -0.831 -2.249 -3.722 0.092
H 0.636 -2.034 -3.045 0.081
C 0.643 1.450 2.010 -0.157
C 1.091 1.747 0.747 -0.220
N 1.666 2.959 0.379 0.006
N 0.261 0.208 2.537 0.012
H 0.549 2.260 2.710 0.114
H 1.302 0.978 -0.014 0.099
H 1.221 3.367 -0.421 0.075
H 2.681 2.852 0.204 0.109
H -0.325 0.385 3.366 0.131
H 1.029 -0.373 2.819 0.118

Record 11
6
Properties=species:S:1:pos:R:3:lowdin_charge:R:1 method="wB97M-V/def2-TZVPD" energy_ev=-4159.577 orbital_gap_ev=11.98 e_homo_ha=-0.42296 smiles=O.O relative_energy_kj_mol=34.9 charge=0
H -1.518 0.874 -0.306 0.045
H -1.004 -0.451 0.391 0.048
H 1.201 -0.849 -0.137 0.011
H 1.442 0.506 0.564 0.066
O -1.716 -0.083 -0.224 -0.099
O 1.594 0.003 -0.286 -0.070